Computed, not measured: a cluster of 3 separate species, C7H14Cl2O6 in total, with wB97M-V/def2-TZVPD.

Calculated values
- calculated total energy (a.u.) = -1646.90569
- HOMO-LUMO gap (eV) = 11.38
- max |F| (eV/Å) = 3.24
- relative energy (zero: lowest compared OMol25 entry of this formula, charge and spin) (kcal per mole) = 21.4
- structure (SMILES) = COC(=O)OC.COC(=O)OC.ClCCl
- E_HOMO (eV) = -10.849

```
! wB97M-V def2-TZVPD RIJCOSX def2/J DEFGRID3
* xyz 0 1
C 5.1872 -3.0930 -1.0726
O 3.9789 -2.8661 -1.6942
C 2.8541 -3.2888 -1.0526
O 2.7627 -4.0839 -0.1037
O 1.8148 -2.9210 -1.8226
C 0.6197 -3.6689 -1.7844
H 5.2598 -3.7019 -0.1715
H 5.5955 -2.1332 -0.7560
H 5.8226 -3.5535 -1.8291
H 0.8181 -4.7403 -1.8133
H 0.1616 -3.3200 -2.7098
H 0.0007 -3.3846 -0.9334
C 1.5682 1.9285 1.5635
O 0.6539 2.5928 0.7109
C -0.5827 1.9798 0.4888
O -0.9361 1.0710 1.1738
O -1.1945 2.4371 -0.6163
C -0.8958 3.8195 -1.0997
H 2.1176 2.5840 2.2393
H 2.2801 1.4148 0.9174
H 1.0716 1.2396 2.2468
H -1.7810 4.3361 -1.4708
H -0.1286 3.6921 -1.8634
H -0.4978 4.4812 -0.3304
C -7.1568 1.8402 2.3966
Cl -8.0141 0.8411 1.1544
Cl -8.2576 2.9738 3.2262
H -6.7566 1.2194 3.1981
H -6.3654 2.3042 1.8079
*
```

Here are the Mulliken charges for atoms 1 to 2, given in e: C -0.657; O -0.267